Formula: C44H117N9O13
Source: the Open Molecules 2025 dataset
Level of theory: the ωB97M-V functional and the def2-TZVPD basis

The geometry in XYZ format:
```
183
Properties=species:S:1:pos:R:3:forces:R:3:lowdin_charge:R:1
C 3.570 0.865 0.601 0.2 0.1 0.1 -0.044
C 4.331 1.041 -0.698 -1.2 -0.5 -0.7 -0.473
C 4.510 2.474 -1.105 1.0 1.4 -0.3 -0.221
O 3.325 3.062 -1.588 -0.4 -1.0 0.1 -0.200
C 3.388 4.425 -1.873 0.3 0.5 0.4 -0.106
N 5.623 0.442 -0.573 1.4 0.1 0.0 0.048
H 4.159 1.365 1.386 -0.3 -0.2 0.0 0.084
H 3.525 -0.206 0.818 -0.2 0.1 0.2 0.051
H 2.555 1.280 0.553 0.3 -0.1 0.0 0.065
H 3.728 0.605 -1.527 0.1 -0.1 0.4 0.120
H 5.270 2.498 -1.916 -0.1 0.1 0.3 0.130
H 4.920 3.084 -0.270 -0.1 -0.3 -0.2 0.130
H 3.620 5.000 -0.958 -0.1 -0.1 -0.3 0.076
H 2.399 4.700 -2.223 0.0 0.2 -0.1 0.069
H 4.138 4.694 -2.630 0.0 -0.3 0.0 0.094
H 5.704 -0.512 -0.234 -0.7 0.0 0.1 0.013
H 6.173 0.458 -1.422 -0.1 0.3 -0.2 0.072
C -1.771 0.319 -4.728 0.2 -0.9 0.1 -0.058
C -0.447 0.494 -5.457 0.3 1.4 -0.3 -0.457
C 0.736 0.361 -4.529 0.3 -0.4 0.9 -0.218
O 1.928 0.814 -5.145 -0.8 0.4 -0.1 -0.180
C 3.047 0.644 -4.324 0.6 -0.7 -0.2 -0.116
N -0.358 -0.383 -6.615 -0.4 -0.4 -0.2 0.043
H -1.964 1.003 -3.886 0.2 -0.2 -0.4 0.069
H -1.779 -0.715 -4.358 -0.2 0.1 0.3 0.076
H -2.570 0.375 -5.458 -0.2 0.2 0.0 0.078
H -0.447 1.535 -5.834 0.2 -0.3 0.0 0.144
H 0.838 -0.717 -4.265 0.0 0.3 -0.1 0.115
H 0.595 0.910 -3.569 -0.1 -0.1 -0.4 0.125
H 2.978 1.120 -3.333 -0.2 0.0 -0.4 0.063
H 3.904 1.052 -4.869 -0.1 0.0 0.2 0.094
H 3.217 -0.447 -4.213 0.1 0.3 0.3 0.089
H 0.481 -0.261 -7.171 0.0 0.2 0.3 0.072
H -0.400 -1.366 -6.356 0.0 0.2 0.1 0.073
C -4.920 -2.197 -1.427 -1.3 -1.3 0.4 -0.062
C -3.923 -1.219 -0.990 1.3 1.0 0.1 -0.421
C -4.405 0.229 -1.025 0.4 0.4 1.2 -0.227
O -4.683 0.656 -2.304 -0.1 -0.8 -1.3 -0.181
C -5.077 1.990 -2.379 0.3 0.7 0.0 -0.115
N -3.425 -1.494 0.374 0.2 0.4 -0.1 0.059
H -4.529 -3.198 -1.205 -0.2 0.0 -0.2 0.083
H -5.206 -2.160 -2.474 0.0 0.2 -0.1 0.086
H -5.804 -2.056 -0.795 -0.2 -0.2 -0.2 0.080
H -3.064 -1.295 -1.680 0.0 0.2 0.3 0.141
H -3.583 0.833 -0.583 -0.3 0.0 0.0 0.121
H -5.316 0.401 -0.413 0.3 -0.4 0.2 0.130
H -5.966 2.211 -1.774 0.0 -0.2 0.1 0.089
H -5.299 2.227 -3.421 0.0 -0.1 0.1 0.092
H -4.247 2.631 -2.057 -0.2 0.1 0.0 0.065
H -3.153 -2.461 0.489 0.0 -0.1 -0.2 0.093
H -4.104 -1.288 1.096 -0.4 0.1 -0.2 0.050
C 2.335 -0.726 4.145 0.7 -0.1 -0.1 -0.073
C 1.532 -1.749 4.920 -1.6 -0.1 -0.5 -0.430
C 0.549 -2.523 3.933 1.4 0.0 1.0 -0.184
O -0.150 -3.496 4.702 0.4 0.3 -0.1 -0.201
C -1.289 -3.972 4.046 -0.5 0.4 -0.3 -0.116
N 2.417 -2.591 5.711 0.4 0.0 -0.3 0.042
H 1.732 0.030 3.627 0.0 -0.3 0.2 0.073
H 2.964 -1.224 3.395 -0.1 0.1 0.0 0.063
H 3.024 -0.233 4.838 -0.1 0.1 -0.1 0.080
H 0.910 -1.164 5.622 0.0 -0.4 -0.1 0.117
H 1.200 -3.042 3.207 -0.2 0.0 -0.1 0.124
H -0.124 -1.868 3.358 0.1 0.0 0.3 0.092
H -1.088 -4.339 3.025 0.1 0.1 0.2 0.095
H -2.029 -3.154 3.988 0.0 -0.3 -0.2 0.071
H -1.716 -4.772 4.636 0.0 -0.2 0.1 0.085
H 1.978 -3.350 6.218 -0.4 0.2 -0.2 0.070
H 3.125 -3.023 5.123 -0.1 0.1 0.0 0.071
C 3.735 -3.077 0.061 0.0 0.3 0.6 -0.060
C 5.191 -3.454 -0.129 0.6 -0.1 1.0 -0.403
C 5.604 -3.721 -1.556 -0.1 0.4 -0.7 -0.209
O 4.937 -4.862 -2.089 -0.1 0.9 1.7 -0.183
C 5.229 -5.044 -3.419 0.8 -0.7 -0.9 -0.155
N 6.042 -2.334 0.363 -0.1 -0.1 -0.6 0.022
H 3.046 -3.912 -0.075 0.2 0.0 -0.1 0.079
H 3.448 -2.248 -0.587 0.0 0.0 -0.1 0.065
H 3.631 -2.730 1.102 -0.2 -0.1 -0.3 0.071
H 5.359 -4.391 0.431 0.1 0.2 0.0 0.141
H 6.718 -3.826 -1.601 -0.7 -0.1 -0.1 0.136
H 5.311 -2.845 -2.174 0.3 -0.2 0.2 0.132
H 4.874 -4.257 -4.100 0.0 0.1 0.3 0.092
H 4.775 -5.984 -3.705 -0.2 -0.2 -0.2 0.085
H 6.318 -5.173 -3.529 -0.1 0.2 -0.3 0.093
H 7.036 -2.389 0.195 0.0 -0.5 -0.1 0.081
H 5.911 -1.976 1.294 -0.4 -0.5 0.2 0.081
C -0.314 5.472 -1.603 0.0 -1.0 0.0 -0.055
C -1.763 4.965 -1.722 0.3 -0.6 0.4 -0.413
C -2.673 5.992 -2.351 -0.2 -0.3 -1.6 -0.232
O -2.503 7.313 -1.930 1.1 -0.4 -0.8 -0.176
C -3.190 7.616 -0.791 -1.5 0.8 0.8 -0.141
N -1.867 3.699 -2.527 -0.1 0.8 0.0 0.051
H 0.208 4.580 -1.233 0.4 0.3 0.0 0.058
H -0.073 6.316 -0.940 -0.5 -0.2 -0.2 0.085
H 0.053 5.685 -2.612 0.1 0.1 0.1 0.081
H -2.169 4.721 -0.729 0.3 -0.1 -0.1 0.130
H -3.724 5.660 -2.268 0.2 0.2 0.0 0.128
H -2.405 6.027 -3.420 -0.3 -0.1 0.1 0.133
H -2.999 8.666 -0.569 0.0 0.0 0.1 0.093
H -2.937 7.014 0.083 0.2 -0.2 0.1 0.086
H -4.272 7.506 -1.005 0.2 0.0 0.4 0.096
H -1.513 3.822 -3.478 -0.1 0.2 0.3 0.075
H -1.355 2.910 -2.144 0.0 0.3 0.3 0.048
C -0.225 0.851 -0.092 0.0 0.1 0.1 -0.072
C -0.068 -0.644 0.039 1.0 -0.5 1.2 -0.300
O -0.766 -1.168 1.178 0.1 0.3 -0.4 -0.125
H -1.285 1.093 -0.204 0.0 0.2 -0.2 0.063
H 0.366 1.269 -0.926 -0.2 -0.2 0.3 0.074
H 0.115 1.293 0.848 0.0 0.2 -0.2 0.054
H 0.968 -0.878 0.342 0.0 0.2 -0.6 0.103
H -0.263 -1.172 -0.897 -0.4 -0.1 0.1 0.087
H -1.720 -1.024 1.057 -0.2 -0.1 -0.4 0.019
C 4.699 8.189 3.182 0.1 -1.2 0.8 -0.092
O 4.185 7.140 2.375 0.2 1.1 -1.1 -0.186
C 4.413 5.827 2.782 -0.7 0.4 2.1 -0.255
C 3.438 4.940 2.098 -0.5 -0.5 -1.5 -0.220
N 2.063 5.073 2.603 0.8 -0.3 1.2 -0.051
C 1.135 4.105 2.048 0.3 0.1 -0.4 -0.221
C -0.279 4.609 2.292 0.1 0.0 0.1 -0.208
O -1.269 3.638 1.978 0.7 0.4 -0.1 -0.192
C -1.332 2.613 2.929 -1.0 -0.2 0.7 -0.141
H 4.032 9.049 3.140 0.1 -0.1 -0.3 0.086
H 5.736 8.467 2.947 -0.2 0.0 -0.2 0.086
H 4.693 7.793 4.209 0.1 0.5 0.1 0.081
H 4.085 5.779 3.845 0.7 -0.1 0.1 0.120
H 5.455 5.490 2.735 0.0 0.1 -0.3 0.130
H 3.849 3.906 2.035 -0.4 0.3 0.3 0.120
H 3.366 5.309 1.076 0.2 -0.2 -0.3 0.097
H 2.088 4.947 3.623 -0.1 0.2 -0.4 0.117
H 1.230 3.098 2.489 0.2 0.1 -0.1 0.106
H 1.394 4.016 0.985 -0.4 -0.1 0.0 0.114
H -0.508 5.502 1.708 0.1 -0.1 -0.1 0.118
H -0.299 4.910 3.362 -0.4 -0.2 -0.3 0.125
H -1.673 3.043 3.893 0.2 -0.3 -0.2 0.092
H -0.419 2.022 3.104 -0.1 0.3 -0.3 0.075
H -2.118 1.941 2.579 0.1 -0.2 0.1 0.079
C 1.376 -3.005 -2.417 0.1 1.1 0.6 -0.135
O 0.733 -3.842 -3.296 -0.6 -0.1 -0.8 -0.171
C 1.268 -5.121 -3.302 1.2 -0.3 0.2 -0.267
C 0.416 -6.019 -4.107 -0.7 -0.7 0.1 -0.231
N -0.942 -6.068 -3.547 0.1 -0.6 -0.8 -0.046
C -1.815 -6.949 -4.358 1.6 -0.3 0.3 -0.216
C -3.155 -7.185 -3.738 -0.4 1.2 0.5 -0.250
O -4.024 -7.907 -4.558 0.5 -0.3 0.1 -0.179
C -4.504 -7.186 -5.652 -1.3 -0.6 -0.6 -0.132
H 2.455 -2.902 -2.627 -0.2 -0.1 0.0 0.088
H 1.238 -3.329 -1.376 0.1 0.0 -0.1 0.089
H 0.888 -2.034 -2.548 0.3 0.0 0.2 0.066
H 1.390 -5.485 -2.266 -0.1 0.0 -0.2 0.139
H 2.257 -5.146 -3.800 0.0 0.3 0.4 0.121
H 0.870 -7.014 -3.988 -0.2 0.0 -0.3 0.125
H 0.507 -5.745 -5.183 -0.4 0.0 0.4 0.132
H -1.289 -5.129 -3.391 -0.2 0.0 -0.3 0.104
H -1.258 -7.902 -4.375 -0.3 0.2 -0.3 0.126
H -1.933 -6.609 -5.405 0.1 0.0 0.3 0.113
H -3.565 -6.170 -3.580 -0.3 -0.2 0.3 0.120
H -3.111 -7.693 -2.769 0.2 0.0 -0.2 0.132
H -3.786 -6.866 -6.422 0.1 -0.1 0.5 0.082
H -5.121 -6.331 -5.328 0.3 0.0 -0.1 0.093
H -5.171 -7.929 -6.114 0.0 0.5 -0.3 0.095
C -7.103 -1.199 1.975 0.4 0.1 0.6 -0.092
O -5.754 -0.800 2.245 -0.3 -0.3 0.2 -0.236
C -5.339 -1.177 3.556 -0.2 -0.6 0.0 -0.212
C -3.909 -0.716 3.810 -0.5 0.7 -1.0 -0.248
N -3.631 -0.787 5.197 0.9 -0.1 1.6 -0.062
C -2.283 -0.307 5.592 0.0 0.1 -0.4 -0.171
C -1.911 -0.662 7.035 -0.5 -0.2 -0.3 -0.215
O -2.440 0.241 7.987 -0.3 0.5 -0.1 -0.193
C -1.595 1.359 8.212 0.8 -0.9 0.1 -0.108
H -7.758 -0.780 2.747 -0.1 0.0 -0.1 0.087
H -7.234 -2.291 1.990 0.2 0.1 -0.1 0.093
H -7.385 -0.804 1.006 0.1 0.0 -0.1 0.079
H -5.402 -2.276 3.674 -0.1 0.3 0.0 0.133
H -6.015 -0.731 4.316 0.2 -0.1 -0.3 0.128
H -3.862 0.303 3.382 0.2 0.0 0.0 0.122
H -3.161 -1.317 3.288 -0.2 -0.1 -0.2 0.097
H -4.345 -0.309 5.733 0.1 0.1 0.1 0.116
H -2.194 0.787 5.399 0.1 -0.4 0.2 0.116
H -1.535 -0.810 4.963 -0.3 0.1 -0.1 0.100
H -0.817 -0.788 7.171 -0.4 0.2 -0.1 0.112
H -2.387 -1.631 7.215 0.1 0.1 0.2 0.127
H -0.633 0.907 8.492 0.2 0.6 0.1 0.085
H -1.959 1.942 9.053 -0.3 -0.1 -0.1 0.085
H -1.422 2.018 7.349 -0.3 -0.2 0.0 0.081
```
Forces are in eV/Å.

As for the LUMO energy: 0.54 eV. Its frontier orbital gap is 9.3684 eV. As for the total charge: 0. As for the maximum force: 2.3 eV/A. Its SMILES is COC[C@H](C)N.COC[C@H](C)N.COC[C@H](C)N.COC[C@H](C)N.COC[C@H](C)N.COC[C@H](C)N.COCCNCCOC.COCCNCCOC.COCCNCCOC.CCO. The energy above the lowest of the compared OMol25 structures with the same formula, charge and spin comes out at 0.000 eV.